No. 1
{"formula": "C4H8N2O", "method": "the ωB97M-V functional and the def2-TZVPD basis", "elements": ["C", "N", "C", "O", "N", "C", "C", "H", "H", "H", "H", "H", "H", "H", "H"], "xyz": [[1.5493, 1.1538, 0.2795], [1.1226, 0.3163, 1.1216], [-0.1956, 0.3780, 1.6374], [-0.4374, 0.6079, 2.8041], [-1.1546, 0.0260, 0.7225], [-1.0140, -0.2420, -0.7091], [0.1739, -1.1545, -1.0621], [1.0148, 2.0594, -0.0198], [2.4762, 0.9240, -0.2514], [-2.0829, 0.0132, 1.1183], [-1.9496, -0.7201, -1.0171], [-0.9672, 0.7046, -1.2676], [0.9521, -1.0656, -0.2905], [-0.1150, -2.2045, -1.0832], [0.5646, -0.8856, -2.0532]], "homo_ev": -9.74, "smiles": "C=NC(=O)NCC", "homo_lumo_gap_ev": 10.39, "total_charge": 0}

=====

No. 2
{"formula": "C4H8N2O", "method": "the ωB97M-V functional and the def2-TZVPD basis", "elements": ["C", "C", "C", "C", "N", "N", "O", "H", "H", "H", "H", "H", "H", "H", "H"], "xyz": [[-0.2914, -0.0329, -0.4340], [1.1354, 0.4643, -0.5714], [-0.4686, -1.5033, -0.4281], [-0.7374, -0.7770, 0.8628], [1.4294, 1.6046, -1.0976], [-2.0157, -0.5570, 1.3599], [2.6612, 1.9703, -0.6166], [-1.0030, 0.5530, -1.0194], [1.8933, 0.1327, 0.0733], [-1.3167, -1.8366, -1.2094], [0.4710, -2.0134, -0.2416], [0.0313, -0.6822, 1.6559], [-2.0006, 0.0380, 2.1266], [-2.6747, -0.1494, 0.6255], [2.8865, 2.7889, -1.0860]], "spin_multiplicity": 3, "homo_ev": [-5.30, -8.61], "s2": 2.008, "homo_lumo_gap_ev": [6.31, 6.89], "total_charge": 0}

=====

No. 3
{"formula": "C4H8N2O2", "method": "the ωB97M-V functional and the def2-TZVPD basis", "elements": ["C", "C", "C", "C", "N", "N", "O", "O", "H", "H", "H", "H", "H", "H", "H", "H"], "xyz": [[-1.3549, -1.0347, -0.5767], [0.8274, -0.3999, 0.7847], [-0.2833, 1.1777, 0.1000], [-0.1594, -0.1086, -0.5720], [0.1995, -0.8114, 1.9138], [0.3537, 2.1711, -0.4976], [0.5599, -0.1938, -1.7671], [2.0241, -0.4903, 0.5828], [1.5014, -0.2335, -1.5215], [0.7887, -1.1277, 2.6693], [-0.6648, -0.3567, 2.1568], [0.3957, 3.0771, -0.0596], [0.7660, 2.0862, -1.4246], [-1.9263, -0.8342, -1.4845], [-1.9988, -0.8470, 0.2777], [-1.0289, -2.0743, -0.5815]], "homo_ev": -8.54, "homo_lumo_gap_ev": 9.35, "total_charge": 0}

=====

No. 4
{"formula": "C4H8N2O2", "method": "the ωB97M-V functional and the def2-TZVPD basis", "elements": ["C", "C", "C", "C", "N", "N", "O", "O", "H", "H", "H", "H", "H", "H", "H", "H"], "xyz": [[1.0967, 0.8786, -0.9701], [0.2669, -1.4384, 0.3643], [0.1627, -1.3294, -1.1889], [-1.0907, 1.6130, 1.7814], [0.2294, -0.1243, 0.9696], [0.8566, -0.1156, -1.7515], [1.1225, -0.2456, -2.9641], [-1.0619, 0.3898, 1.0700], [1.2704, 1.9175, -1.4263], [-0.3924, -2.1400, 0.8801], [1.2155, -1.8902, 0.5328], [0.4561, -2.2624, -1.5533], [-0.8640, -1.1135, -1.3605], [-2.0383, 2.0746, 1.4503], [-0.2591, 2.3284, 1.3792], [-0.9705, 1.4573, 2.7870]], "homo_ev": [-8.77, -8.65], "homo_lumo_gap_ev": [8.58, 8.15], "total_charge": 0}

=====

No. 5
{"formula": "C4H8N2O2", "method": "the ωB97M-V functional and the def2-TZVPD basis", "elements": ["N", "C", "N", "C", "C", "C", "O", "O", "H", "H", "H", "H", "H", "H", "H", "H"], "xyz": [[3.4761, 0.2105, 0.0486], [2.3649, -0.7558, 0.0329], [1.1091, -0.5215, -0.0156], [0.4368, 0.9577, -0.2091], [-1.0755, 1.0915, 0.2546], [-2.1478, -0.1164, 0.0733], [-3.2403, 0.0830, -0.2493], [-1.5907, -1.2646, 0.1535], [3.4338, 1.4584, 0.0337], [4.2693, -0.0413, -0.2538], [2.5755, -1.8837, -0.1957], [0.9395, 1.8868, 0.4564], [0.9539, 0.9408, -1.2513], [-1.4992, 1.9418, -0.5475], [-1.0652, 1.5902, 1.4095], [-0.5267, -1.3248, -0.0260]], "homo_ev": -9.76, "smiles": "N/C=N\\CCC(=O)O", "homo_lumo_gap_ev": 10.10, "total_charge": 0}

=====

No. 6
{"formula": "C4H8N2O2", "method": "the ωB97M-V functional and the def2-TZVPD basis", "elements": ["C", "N", "C", "C", "O", "N", "C", "O", "H", "H", "H", "H", "H", "H", "H", "H"], "xyz": [[-2.1917, -1.1514, -0.4818], [-0.8787, -1.4059, -1.0239], [0.2701, -0.8527, -0.3354], [0.3748, 0.6278, 0.0214], [-0.5651, 1.3736, -0.0118], [1.6563, 0.9675, 0.5108], [1.9422, 2.0589, 1.3390], [3.0798, 2.3865, 1.5322], [-2.5619, -2.0067, 0.1463], [-3.0003, -1.0345, -1.2052], [-2.2606, -0.2315, 0.1070], [-0.8646, -1.1707, -2.0073], [1.1377, -1.0639, -0.9837], [0.3807, -1.5166, 0.5279], [2.4123, 0.4381, 0.1058], [1.0689, 2.5814, 1.7585]], "homo_ev": -9.08, "smiles": "CNCC(=O)NC=O", "homo_lumo_gap_ev": 9.75, "total_charge": 0}

=====

No. 7
{"formula": "C4H8N2O2", "method": "the ωB97M-V functional and the def2-TZVPD basis", "elements": ["C", "C", "C", "C", "H", "H", "H", "H", "H", "H", "H", "H", "N", "N", "O", "O"], "xyz": [[1.3645, -0.6566, -1.8117], [0.0070, 1.2048, 0.9739], [-1.1163, 2.2002, 1.1343], [-0.0341, -1.5524, -0.0985], [2.3690, -1.5735, -1.0745], [0.5485, -1.5418, -2.8014], [1.5074, 0.6436, -2.0388], [-1.2426, 3.3688, 0.6180], [-1.8912, 1.4555, 0.6370], [-1.4627, 2.1846, 2.5602], [0.6341, -2.4855, -0.2735], [-1.4096, -2.6079, 0.7062], [0.8869, -0.5215, -0.4598], [-1.0734, -1.5656, 0.5058], [0.3151, 0.8646, -0.4573], [0.5974, 0.5825, 1.8800]], "homo_ev": -9.01, "homo_lumo_gap_ev": 9.29, "total_charge": 0}

=====

No. 8
{"formula": "C4H8N2O2", "method": "the ωB97M-V functional and the def2-TZVPD basis", "elements": ["C", "C", "C", "C", "H", "H", "H", "H", "H", "H", "H", "H", "N", "N", "O", "O"], "xyz": [[2.4112, 0.0566, 0.1801], [0.1868, -0.2548, -0.1576], [-1.8474, 0.1036, -0.8564], [-0.9757, -1.0252, -0.2404], [2.0172, 0.7597, 1.1116], [3.1189, -0.7325, 0.2237], [2.8406, 0.8801, -0.6798], [-1.2608, 2.0895, 0.1554], [-2.9203, -0.0752, -0.6856], [-1.3507, 0.6075, -1.7521], [-0.6838, -2.0075, -0.7370], [-0.6277, -0.3901, 1.7088], [0.1333, 0.9172, 0.5232], [-1.2461, 1.1468, 0.4749], [1.4482, -0.7534, -0.3529], [-1.2437, -1.3222, 1.0844]], "homo_ev": -8.55, "homo_lumo_gap_ev": 9.27, "total_charge": 0}

=====

No. 9
{"formula": "C4H8N2O2", "method": "the ωB97M-V functional and the def2-TZVPD basis", "elements": ["N", "C", "C", "O", "O", "C", "C", "N", "H", "H", "H", "H", "H", "H", "H", "H"], "xyz": [[0.4410, -1.1099, -1.8681], [0.7521, -0.2469, -0.5938], [0.4427, -0.8701, 0.6392], [-0.1743, -1.9404, 0.6024], [0.7326, -0.1771, 1.8845], [-0.1702, 1.1355, -0.7132], [-1.4701, 1.1788, -0.3030], [-0.5343, 1.8731, 0.4979], [-0.7728, -1.0056, -2.0548], [1.0485, -0.3351, -2.6049], [1.8421, 0.0949, -0.6015], [1.2723, 0.7234, 1.6486], [0.1112, 1.7237, -1.4938], [-1.8115, 0.2740, 0.1953], [-2.4189, 1.6250, -0.8309], [-0.4113, 1.3136, 1.2636]], "homo_ev": -9.85, "smiles": "N[C@H](C(=O)O)[C@H]1CN1", "homo_lumo_gap_ev": 10.29, "total_charge": 0}

=====

No. 10
{"formula": "C4H8N2O4", "method": "the ωB97M-V functional and the def2-TZVPD basis", "elements": ["N", "C", "C", "O", "C", "O", "N", "C", "O", "H", "H", "H", "H", "H", "H", "O", "H", "H"], "xyz": [[-0.4847, 1.0709, 2.1604], [-0.1687, 0.3444, 0.9565], [-1.4117, -0.3596, 0.4290], [-1.2221, -1.0325, -0.8134], [-0.3485, -0.6762, -1.7402], [-0.4814, -1.0328, -2.8862], [0.4715, 0.5293, -1.3785], [0.4257, 1.1825, -0.1700], [0.8916, 2.2939, -0.0299], [0.3537, 1.2766, 2.6939], [-0.9369, 1.9575, 1.9519], [0.5873, -0.4220, 1.1897], [-1.7447, -1.1205, 1.1418], [-2.2286, 0.3643, 0.2884], [0.8441, 1.0271, -2.1795], [1.8001, -2.0579, -0.8607], [2.0893, -1.0503, -0.7946], [1.5641, -2.2946, 0.0416]], "homo_ev": -10.32, "smiles": "N[C@H]1COC(=O)NC1=O.O", "homo_lumo_gap_ev": 10.57, "total_charge": 0}

=====

No. 11
{"formula": "C4H8N2OS", "method": "the ωB97M-V functional and the def2-TZVPD basis", "elements": ["C", "C", "C", "S", "C", "O", "N", "N", "H", "H", "H", "H", "H", "H", "H", "H"], "xyz": [[1.2690, 0.3803, -0.8406], [0.5367, 0.3915, 0.5228], [-0.2229, 1.6635, 0.7031], [-1.7743, 1.2983, -0.1968], [-1.6335, -0.4107, -0.1114], [-2.3774, -1.2395, -0.5859], [-0.4398, -0.7412, 0.5557], [-0.0966, -2.1553, 0.3806], [0.7550, 0.6457, -1.6958], [1.5018, -0.6412, -1.0139], [2.1600, 1.1417, -0.9717], [1.3399, 0.1476, 1.2285], [-0.4051, 1.9936, 1.6869], [0.1982, 2.6086, 0.3011], [-0.9592, -2.6960, 0.6509], [0.1482, -2.3870, -0.6133]], "homo_ev": -9.24, "smiles": "C[C@H]1CSC(=O)N1N", "homo_lumo_gap_ev": 9.91, "total_charge": 0}

=====

No. 12
{"formula": "C4H8N2OS", "method": "the ωB97M-V functional and the def2-TZVPD basis", "elements": ["C", "C", "C", "C", "H", "H", "H", "H", "H", "H", "H", "H", "N", "N", "O", "S"], "xyz": [[0.2605, 2.0222, -0.0847], [-1.0973, -0.1159, 0.0506], [-2.3187, -0.9642, -0.1912], [2.0834, -1.5448, 0.0826], [0.4041, 2.2877, -1.2621], [1.1099, 1.5529, 0.5881], [-0.0818, 3.1544, 0.3224], [-1.9676, 1.7977, 0.5121], [-2.1311, -2.0361, -0.7615], [2.3886, -1.7192, 1.5611], [3.1656, -1.0402, -0.5486], [1.7463, -2.7803, -0.6577], [-1.0145, 1.1456, 0.1117], [-0.0395, -0.8969, 0.1324], [1.3229, -0.3322, 0.0369], [-3.8306, -0.5309, 0.1079]], "homo_ev": -8.38, "homo_lumo_gap_ev": 7.61, "total_charge": 0}

=====

No. 13
{"formula": "C4H8N2OS", "method": "the ωB97M-V functional and the def2-TZVPD basis", "elements": ["N", "C", "C", "C", "N", "S", "C", "O", "H", "H", "H", "H", "H", "H", "H", "H"], "xyz": [[1.5598, -0.1228, -1.7902], [1.4020, -0.8203, -0.6831], [-0.1131, -0.3501, -0.2937], [-0.7422, 1.0002, 0.1735], [-1.5907, 0.2452, 1.1993], [-2.3547, 1.0385, 2.6162], [-0.8334, -0.9111, 0.9959], [-0.6326, -1.9719, 1.5034], [2.5347, -0.5386, -2.4481], [0.6109, -0.1545, -2.6006], [1.9492, -0.2367, 0.1509], [1.4412, -1.8701, -0.5847], [-0.8594, -0.4390, -1.1045], [-1.3858, 1.5762, -0.5812], [0.1915, 1.6965, 0.5235], [-1.1777, 1.8584, 2.9235]], "homo_ev": -9.32, "smiles": "NC[C@@H]1CN(S)C1=O", "homo_lumo_gap_ev": 9.87, "total_charge": 0}

=====

No. 14
{"formula": "C4H8N2OS", "method": "the ωB97M-V functional and the def2-TZVPD basis", "elements": ["C", "C", "N", "O", "C", "C", "S", "N", "H", "H", "H", "H", "H", "H", "H", "H"], "xyz": [[2.3933, 1.0961, -0.6527], [1.0605, 0.4177, -0.4393], [0.3872, 0.0668, -1.5018], [-0.7992, -0.5263, -1.3344], [-1.4200, -0.4821, -0.0657], [-1.8760, 0.9832, 0.2498], [-0.2686, -1.0300, 1.3055], [0.8701, 0.1026, 0.8649], [2.4943, 1.3089, -1.7665], [2.4547, 2.0116, -0.1467], [3.3049, 0.4845, -0.4223], [-2.3577, -1.1332, -0.1836], [-1.0089, 1.6318, 0.4758], [-2.2787, 1.3259, -0.7603], [-2.6880, 0.9385, 0.9965], [1.0222, 0.8474, 1.5005]], "homo_ev": -8.53, "smiles": "CC1=NO[C@H](C)SN1", "homo_lumo_gap_ev": 9.18, "total_charge": 0}

=====

No. 15
{"formula": "C4H8N2OS", "method": "the ωB97M-V functional and the def2-TZVPD basis", "elements": ["N", "C", "C", "C", "N", "O", "C", "S", "H", "H", "H", "H", "H", "H", "H", "H"], "xyz": [[2.1090, 1.3770, 0.0228], [0.7520, 1.2697, -0.2011], [0.0074, 0.2101, 0.2285], [-1.4663, 0.2649, -0.2128], [-2.3775, -0.6629, 0.0114], [-3.5940, -0.2192, -0.4214], [0.5192, -1.0542, 0.7489], [1.6850, -1.4902, -0.5911], [2.6076, 0.5643, -0.1658], [2.4386, 2.2170, -0.5021], [0.3379, 1.9621, -0.9490], [-1.8518, 1.3165, -0.5399], [-4.3086, -0.9259, -0.0081], [0.9607, -0.8624, 1.8210], [-0.4686, -1.6670, 0.6889], [2.6495, -2.2998, 0.0700]], "homo_ev": -7.98, "smiles": "N/C=C(/C=N/O)CS", "homo_lumo_gap_ev": 8.66, "total_charge": 0}

=====

No. 16
{"formula": "C4H8N2S", "method": "the ωB97M-V functional and the def2-TZVPD basis", "elements": ["C", "N", "N", "C", "C", "C", "S", "H", "H", "H", "H", "H", "H", "H", "H"], "xyz": [[-1.3003, -0.1985, -1.4573], [-0.3029, 0.9906, -1.2863], [0.1646, 1.3493, -0.0869], [0.5398, 0.4221, 0.7291], [0.6159, -1.1596, 0.4457], [0.9935, 0.8749, 1.8903], [1.7605, -0.1556, 3.0225], [-0.9215, -1.1809, -1.7043], [-1.8583, -0.0100, -2.4379], [-1.9377, -0.1862, -0.6497], [-0.5904, 1.7787, -2.0214], [0.5694, -1.5394, -0.6967], [-0.2368, -1.6676, 1.1435], [1.7012, -1.3367, 0.8890], [0.8030, 2.0190, 2.2203]], "homo_ev": -8.18, "smiles": "CN/N=C(\\C)C=S", "homo_lumo_gap_ev": 7.41, "total_charge": 0}

=====

Values for energy above the lowest of the compared OMol25 structures with the same formula, charge and spin, kJ/mol, ordered as above
168.0 266.5 279.4 917.3 537.0 140.9 1105.9 771.6 540.4 67.2 129.7 936.7 471.2 272.2 369.0 451.4